DFT (ωB97M-V with the def2-TZVPD basis set) results for the molecule C8H14N2O5 at a distorted geometry.

Output
- Frontier orbital gap: 9.537 eV
- Charge: 0
- ΔE to the lowest compared entry with this formula, charge and spin: 64.4 kcal per mole
- Calculated total energy: -21739.805 eV
- Structure (SMILES): C[C@H](N)C(=O)N[C@@H](CCC(=O)O)C(=O)O

Last column: Löwdin charge in e.
CARTESIAN COORDINATES (ANGSTROEM)
C  0.55  1.18  3.01  -0.068
C  -0.47  0.19  2.65  -0.382
N  0.16  -1.10  2.62  0.027
C  -0.97  0.62  1.33  -0.500
O  -1.76  1.53  1.25  0.079
N  -0.59  -0.06  0.22  0.119
C  -1.15  0.29  -1.01  -0.260
C  -0.06  0.95  -1.96  -0.067
C  1.02  -0.06  -2.54  -0.087
C  2.29  -0.48  -1.91  -0.551
O  3.10  -1.15  -2.54  0.085
O  2.56  -0.01  -0.69  0.116
C  -2.05  -0.70  -1.57  -0.378
O  -2.66  -0.63  -2.60  0.132
O  -2.34  -1.87  -0.68  0.012
H  1.63  0.90  2.68  0.121
H  0.46  2.03  2.42  0.042
H  0.44  1.70  4.03  0.114
H  -1.41  0.34  3.32  0.194
H  1.11  -1.39  2.33  0.097
H  -0.40  -1.95  2.62  0.084
H  0.09  -0.76  0.43  0.125
H  -1.73  1.15  -0.77  0.152
H  -0.47  1.44  -2.94  0.149
H  0.47  1.70  -1.38  0.109
H  0.30  -1.00  -2.72  0.168
H  1.23  0.14  -3.61  0.129
H  3.36  -0.55  -0.62  0.128
H  -2.74  -2.47  -1.37  0.112